1.
Formula: C48H130N6O20
Source: the OMol25 dataset
Level of theory: ωB97M-V/def2-TZVPD

Geometry (Å):
C (-0.11591, -6.00864, 2.56889)
O (0.50770, -4.84593, 2.10966)
H (-1.21576, -5.89903, 2.66482)
H (0.09438, -6.76584, 1.82084)
H (0.19964, -6.30522, 3.57500)
H (0.01508, -4.07367, 2.50324)
C (-4.99590, 2.23698, 6.08180)
O (-3.82734, 1.37863, 6.10450)
H (-5.75822, 1.76369, 6.64072)
H (-4.83529, 3.22832, 6.52430)
H (-5.39229, 2.39552, 5.03117)
H (-3.10240, 1.96558, 5.76346)
C (5.37957, 1.36833, -4.46556)
O (4.35619, 0.99969, -3.56966)
H (6.27776, 1.48974, -3.84658)
H (5.55078, 0.57447, -5.23845)
H (5.18704, 2.32901, -5.04089)
H (3.59203, 0.55250, -3.97940)
C (4.89199, -1.05862, -1.20102)
O (5.94067, -0.48487, -2.01127)
H (3.97009, -0.73226, -1.70327)
H (5.00641, -2.15776, -1.14462)
H (4.92883, -0.63424, -0.20987)
H (5.44900, 0.19386, -2.57083)
C (-2.82540, 0.69938, -3.12424)
O (-1.43874, 0.61938, -3.13165)
H (-3.33116, 0.13943, -3.94720)
H (-3.34001, 0.31580, -2.21063)
H (-3.09929, 1.72450, -3.38335)
H (-1.29238, -0.32387, -3.32139)
C (-5.52161, -3.48360, -3.73667)
O (-4.68287, -2.49925, -3.11465)
H (-5.73106, -3.10402, -4.73539)
H (-5.07752, -4.53816, -3.75653)
H (-6.50710, -3.69257, -3.28595)
H (-4.70608, -2.67940, -2.16764)
C (2.71025, 2.05792, 0.76749)
O (2.19691, 1.76520, 2.09520)
H (1.87760, 2.42860, 0.08521)
H (3.45814, 2.85836, 0.76565)
H (3.08493, 1.16722, 0.34590)
H (2.15069, 2.65789, 2.55017)
C (-0.33602, -0.54990, -0.13616)
O (-0.12038, 0.53572, 0.80194)
H (0.40710, -0.61212, -0.96767)
H (-0.31862, -1.51572, 0.43367)
H (-1.31580, -0.46383, -0.59621)
H (0.74284, 0.44636, 1.30805)
C (1.85355, -3.56149, -1.21601)
O (2.29422, -3.81515, 0.10585)
H (1.05610, -2.82697, -1.27900)
H (2.72101, -3.23154, -1.77783)
H (1.44456, -4.49524, -1.73946)
H (1.65857, -4.42143, 0.58954)
C (-5.82827, -2.62943, 1.99611)
C (-5.17729, -2.28153, 0.64386)
C (-3.96371, -1.35073, 0.97357)
C (-2.82098, -2.12414, 1.63249)
C (-2.43823, -3.29581, 0.68451)
C (-3.64762, -4.26690, 0.30126)
N (-4.70366, -3.39849, -0.19879)
O (-5.77177, -4.19403, -0.74285)
C (-3.15342, -5.15413, -0.93948)
C (-4.01994, -5.18442, 1.43895)
C (-6.24092, -1.48854, -0.05330)
H (-5.20522, -3.05133, 2.77344)
H (-6.77637, -3.28743, 1.85765)
H (-6.19123, -1.68758, 2.41560)
H (-3.65526, -0.96095, -0.05407)
H (-4.31764, -0.57209, 1.60598)
H (-3.18079, -2.53338, 2.57592)
H (-1.93565, -1.52525, 1.80783)
H (-1.67125, -3.92719, 1.12030)
H (-2.05556, -2.89458, -0.23621)
H (-3.91195, -5.87377, -1.10049)
H (-3.04234, -4.45267, -1.72600)
H (-2.14449, -5.59851, -0.80539)
H (-4.86688, -5.79319, 1.03301)
H (-3.22107, -5.87820, 1.79139)
H (-4.31294, -4.56636, 2.25673)
H (-5.94290, -1.04135, -0.99019)
H (-6.52189, -0.68147, 0.61110)
H (-7.18114, -2.03889, -0.06979)
H (-5.99747, -4.89899, -0.08827)
C (4.08417, 0.81408, -9.44560)
O (2.82408, 1.01125, -8.86988)
C (2.96538, 1.86341, -7.77168)
C (1.70814, 2.57784, -7.31255)
N (0.61056, 1.74008, -6.82035)
C (-0.47635, 2.58951, -6.26704)
C (-0.05183, 3.16619, -4.89530)
O (0.71905, 4.33520, -5.09187)
C (1.38778, 4.63007, -3.85714)
H (4.79737, 0.22282, -8.83353)
H (4.53414, 1.79677, -9.68272)
H (3.96141, 0.36833, -10.41811)
H (3.60387, 2.71256, -8.10110)
H (3.47640, 1.43843, -6.90075)
H (1.38444, 3.15343, -8.18709)
H (2.09228, 3.31325, -6.64810)
H (0.17335, 1.33521, -7.64314)
H (-1.41126, 2.06815, -6.12693)
H (-0.74243, 3.38559, -6.96128)
H (0.50091, 2.37332, -4.37307)
H (-0.84215, 3.36661, -4.23683)
H (2.13236, 3.88564, -3.65067)
H (0.75040, 4.57954, -2.97180)
H (1.87569, 5.64672, -3.89451)
C (-3.95439, 3.77830, 1.30623)
O (-3.18704, 3.85225, 2.52035)
C (-2.23950, 2.84440, 2.74092)
C (-1.27873, 3.34334, 3.81817)
N (-1.97234, 3.52903, 5.11123)
C (-1.15422, 3.90907, 6.26912)
C (-0.90014, 5.40117, 6.40260)
O (-0.10003, 5.59941, 7.55536)
C (0.04594, 7.03919, 7.72704)
H (-4.53272, 4.68823, 1.22414)
H (-4.58124, 2.89206, 1.46472)
H (-3.33963, 3.59149, 0.46362)
H (-1.61551, 2.63955, 1.85237)
H (-2.56203, 1.89433, 3.20619)
H (-0.72964, 4.30418, 3.48209)
H (-0.51648, 2.52311, 3.85330)
H (-2.67747, 4.29275, 5.01601)
H (-0.15583, 3.38510, 6.25543)
H (-1.59050, 3.59146, 7.18546)
H (-1.89981, 5.78519, 6.56584)
H (-0.46080, 5.84736, 5.44488)
H (0.40852, 7.46291, 6.78654)
H (0.75187, 7.22018, 8.53665)
H (-0.99856, 7.48463, 7.97845)
C (-1.20554, -2.37741, 4.87703)
O (-0.17866, -2.64218, 3.98120)
C (0.75546, -1.59996, 3.90218)
C (2.08835, -2.06751, 3.30091)
N (2.51830, -3.18167, 4.08184)
C (3.58420, -4.06232, 3.54963)
C (4.06037, -4.90965, 4.69953)
O (2.91172, -5.73293, 5.10456)
C (2.72868, -5.85381, 6.49963)
H (-1.69302, -1.40370, 4.80481)
H (-0.84687, -2.49895, 5.86931)
H (-1.99534, -3.11906, 4.64106)
H (0.80365, -1.19177, 4.93013)
H (0.43319, -0.79462, 3.24076)
H (2.92756, -1.38315, 3.27334)
H (1.89315, -2.22427, 2.22440)
H (1.75397, -3.77515, 4.27400)
H (4.40601, -3.51831, 3.02589)
H (3.24483, -4.78958, 2.82775)
H (4.44905, -4.28609, 5.50415)
H (4.85428, -5.65272, 4.45874)
H (2.60864, -4.90830, 6.98950)
H (3.53283, -6.40024, 6.97543)
H (1.77709, -6.38137, 6.71392)
C (4.40621, -4.18772, -3.84141)
O (3.47535, -3.30847, -4.38668)
C (4.07432, -2.21849, -5.03725)
C (2.98966, -1.32771, -5.71290)
N (2.35645, -0.24807, -4.93774)
C (1.46342, -0.88750, -3.91669)
C (0.40199, -1.83493, -4.49659)
O (-0.70617, -2.07395, -3.59830)
C (-1.58795, -3.06368, -4.14191)
H (4.84770, -3.89222, -2.90386)
H (5.30988, -4.34981, -4.44141)
H (3.97102, -5.11531, -3.60999)
H (4.76497, -2.61607, -5.80776)
H (4.77251, -1.59541, -4.38889)
H (2.31890, -1.99434, -6.27081)
H (3.42602, -0.79105, -6.54267)
H (1.74768, 0.28592, -5.57641)
H (0.95050, -0.11100, -3.34091)
H (2.14227, -1.48945, -3.29491)
H (0.88477, -2.81142, -4.76375)
H (-0.15720, -1.41871, -5.38495)
H (-1.91765, -2.84005, -5.14849)
H (-2.41909, -3.07466, -3.47795)
H (-1.07295, -4.06418, -4.18106)
C (-0.73533, 3.01895, -0.85492)
O (0.09062, 3.92350, -0.13572)
C (-0.58390, 5.11794, 0.27463)
C (0.51803, 6.05033, 0.80844)
N (1.06050, 5.60351, 2.00392)
C (2.22140, 6.16732, 2.55134)
C (2.52283, 5.45377, 3.85635)
O (2.85474, 4.06622, 3.71174)
C (2.94749, 3.45941, 4.97935)
H (-1.59438, 2.61144, -0.31246)
H (-0.18840, 2.17941, -1.20349)
H (-1.10031, 3.51199, -1.73780)
H (-1.30908, 4.86423, 1.03283)
H (-1.07100, 5.53972, -0.62767)
H (0.02942, 6.97870, 1.05941)
H (1.13103, 6.22049, -0.07329)
H (1.16733, 4.60219, 1.95407)
H (2.04130, 7.22672, 2.74418)
H (3.05212, 6.09426, 1.80733)
H (1.65311, 5.75051, 4.48790)
H (3.44533, 5.83055, 4.19228)
H (2.08641, 3.61445, 5.62125)
H (3.82152, 3.73393, 5.59814)
H (3.04861, 2.41032, 4.76721)

## Properties
- HOMO level (eV) = -8.26

Atomic partial charges in e from the Mulliken method, atoms 1 to 5: number 1, C, carries -0.446; number 2, O, carries 0.118; number 3, H, carries 0.117; number 4, H, carries 0.327; number 5, H, carries 0.153

---

2.
Formula: C4H3NO2
Source: the OMol25 dataset
Level of theory: ωB97M-V/def2-TZVPD

Geometry (Å):
C (-0.34865, -0.53846, 0.11859)
C (-0.19529, -0.50175, -1.31375)
C (-0.57626, -1.80119, 0.51277)
C (0.00723, 0.72856, 0.82265)
N (0.31716, 1.02160, -1.44012)
O (-0.83133, -2.93328, 0.58286)
O (0.58192, 1.55707, -0.16088)
H (-0.97154, 1.14740, 1.33220)
H (0.76630, 0.31851, 1.61468)
H (1.25045, 1.00153, -2.06901)

## Properties
- HOMO level (eV) = -8.85

Atomic partial charges in e from the Mulliken method, atoms 1 to 5: number 1, C, carries 0.133; number 2, C, carries -0.468; number 3, C, carries 0.612; number 4, C, carries -0.241; number 5, N, carries -0.197

---

3.
Formula: C42H105N7O14
Source: the OMol25 dataset
Level of theory: ωB97M-V/def2-TZVPD

Geometry (Å):
C (0.00813, -2.76867, -26.23369)
O (0.58912, -3.26306, -27.42272)
C (1.64709, -4.27355, -27.37472)
C (0.83346, -5.50966, -27.43392)
N (1.60987, -6.69699, -27.45529)
C (2.59277, -6.93919, -28.51194)
C (3.24439, -8.29124, -28.22114)
O (2.55774, -9.27965, -28.91728)
C (3.15039, -10.59738, -28.57656)
H (-0.95287, -3.26042, -26.08287)
H (-0.30729, -1.72638, -26.28109)
H (0.67268, -2.77421, -25.36973)
H (2.35430, -4.09859, -26.56396)
H (2.24985, -4.23888, -28.28223)
H (0.18415, -5.44743, -28.30721)
H (0.12189, -5.46564, -26.60940)
H (1.07307, -7.50695, -27.17980)
H (3.39604, -6.20357, -28.47062)
H (2.18231, -6.91478, -29.52141)
H (3.13264, -8.63878, -27.19410)
H (4.30764, -8.33252, -28.45754)
H (4.07495, -10.83634, -29.10210)
H (2.55700, -11.41324, -28.98931)
H (3.24562, -10.92989, -27.54290)
C (-0.56560, -14.94590, -25.85229)
O (-0.31860, -16.28563, -25.57178)
C (0.95149, -16.52693, -25.05069)
C (1.05514, -17.99294, -24.68652)
N (2.42041, -18.51922, -24.44489)
C (3.09648, -18.87298, -25.74875)
C (4.16819, -20.04229, -25.55059)
O (3.77648, -21.16771, -24.80200)
C (4.89329, -22.05034, -24.56267)
H (-0.63878, -14.35484, -24.93939)
H (-1.47787, -14.73970, -26.41206)
H (0.24539, -14.49017, -26.42038)
H (1.02869, -16.04076, -24.07818)
H (1.72390, -16.30271, -25.78636)
H (0.39768, -18.57154, -25.33541)
H (0.47799, -18.07092, -23.76515)
H (2.31594, -19.33008, -23.85185)
H (3.56833, -17.95923, -26.11002)
H (2.39747, -19.32171, -26.45453)
H (5.04119, -19.55996, -25.11091)
H (4.41656, -20.32106, -26.57465)
H (5.90390, -21.76857, -24.85825)
H (4.68612, -23.00266, -25.05080)
H (5.00290, -22.33192, -23.51539)
C (11.31936, -19.70010, -15.09950)
O (10.21427, -19.38000, -14.27850)
C (9.21022, -20.31280, -14.17571)
C (8.36460, -20.59886, -15.39589)
N (7.26010, -19.60727, -15.44544)
C (6.60149, -19.65532, -16.74121)
C (5.41343, -18.66671, -16.86314)
O (5.81498, -17.27401, -16.49655)
C (7.11345, -16.89472, -16.97861)
H (11.20825, -19.87733, -16.16923)
H (11.92130, -20.53476, -14.74016)
H (11.97436, -18.82936, -15.06938)
H (8.55658, -20.08752, -13.33303)
H (9.67432, -21.24347, -13.84927)
H (7.84228, -21.55542, -15.41149)
H (8.98103, -20.65646, -16.29299)
H (7.75827, -18.73772, -15.31977)
H (6.21845, -20.67429, -16.79689)
H (7.29522, -19.38874, -17.53856)
H (4.56983, -18.91287, -16.21827)
H (5.02324, -18.68898, -17.88067)
H (7.04377, -15.80715, -16.99975)
H (7.36596, -17.34298, -17.93954)
H (7.71151, -17.22981, -16.13118)
C (-13.74755, -8.14641, -32.47308)
O (-12.48628, -8.68160, -32.33009)
C (-11.98333, -8.56432, -31.00911)
C (-10.76945, -9.45300, -30.70349)
N (-11.06045, -10.87658, -31.16681)
C (-9.95780, -11.80606, -31.26943)
C (-9.30947, -12.11012, -29.94506)
O (-8.26663, -13.03036, -30.04516)
C (-8.67535, -14.47486, -30.11465)
H (-14.43348, -8.66116, -31.80030)
H (-14.12711, -8.41184, -33.45978)
H (-13.79193, -7.07559, -32.27442)
H (-12.70480, -8.89946, -30.26395)
H (-11.66276, -7.54761, -30.78188)
H (-10.48073, -9.59397, -29.66192)
H (-9.95964, -8.95756, -31.23907)
H (-11.82819, -10.93548, -31.82041)
H (-9.28121, -11.37549, -32.00762)
H (-10.24251, -12.72860, -31.77536)
H (-10.09404, -12.36342, -29.23205)
H (-8.81584, -11.20757, -29.58473)
H (-8.50800, -14.93321, -29.13997)
H (-8.11392, -14.85412, -30.96850)
H (-9.72353, -14.61569, -30.37847)
C (3.81557, -36.33567, -25.71919)
O (4.82243, -36.49111, -26.67422)
C (5.96951, -35.71635, -26.65165)
C (5.89336, -34.21547, -27.20161)
N (5.84527, -33.26957, -26.00381)
C (4.47180, -32.81902, -25.60683)
C (4.50851, -31.54852, -24.67592)
O (3.16054, -31.14875, -24.22524)
C (2.97394, -29.74333, -24.07202)
H (2.89695, -35.95959, -26.16952)
H (4.10002, -35.68032, -24.89596)
H (3.70679, -37.35020, -25.33580)
H (6.78571, -36.16122, -27.22086)
H (6.40429, -35.64026, -25.65502)
H (4.98146, -34.21096, -27.79870)
H (6.77714, -33.95499, -27.78400)
H (6.51990, -32.51807, -25.98911)
H (4.00369, -33.62317, -25.03910)
H (3.79244, -32.59772, -26.42999)
H (5.04260, -30.66687, -25.03026)
H (4.95699, -31.95119, -23.76773)
H (3.72680, -29.27921, -23.43492)
H (2.04304, -29.62160, -23.51821)
H (2.83644, -29.24926, -25.03383)
C (6.93185, -25.19671, -29.18870)
O (5.58807, -24.82771, -29.08436)
C (4.64936, -25.44965, -29.97677)
C (3.33098, -24.61303, -30.04575)
N (2.45346, -24.78352, -28.89593)
C (1.43383, -25.81877, -28.95012)
C (0.42382, -25.66974, -30.06034)
O (-0.68995, -26.58902, -29.95269)
C (-1.50539, -26.42864, -28.84499)
H (7.05920, -26.26308, -29.37505)
H (7.38789, -24.88972, -28.24748)
H (7.50918, -24.78327, -30.01567)
H (4.36554, -26.40649, -29.53859)
H (5.04109, -25.52128, -30.99142)
H (2.77510, -24.63719, -30.98304)
H (3.73324, -23.60989, -29.90431)
H (2.64706, -24.34854, -28.00520)
H (0.77761, -25.66943, -28.09270)
H (1.90515, -26.78992, -28.79903)
H (0.87239, -25.73027, -31.05192)
H (-0.03604, -24.68278, -30.11070)
H (-1.10648, -26.52512, -27.83521)
H (-2.22276, -27.24866, -28.81248)
H (-1.98717, -25.45458, -28.92979)
C (-7.25464, -4.06175, -40.23996)
O (-7.60541, -4.66500, -38.96504)
C (-8.33605, -5.94120, -38.92922)
C (-8.71622, -6.34583, -37.48608)
N (-7.67368, -6.77911, -36.62039)
C (-6.76632, -5.72474, -36.10868)
C (-5.64920, -6.33025, -35.26203)
O (-6.13616, -7.09248, -34.14613)
C (-5.12071, -7.38122, -33.23008)
H (-8.09470, -3.54563, -40.70473)
H (-6.85551, -4.82267, -40.91064)
H (-6.38340, -3.43998, -40.03392)
H (-7.76773, -6.80311, -39.27884)
H (-9.26639, -5.76136, -39.46793)
H (-9.38387, -7.20713, -37.46369)
H (-9.33602, -5.67154, -36.89509)
H (-7.89060, -7.47231, -35.91859)
H (-7.40684, -5.06074, -35.52821)
H (-6.44375, -5.18557, -36.99938)
H (-4.87575, -5.63712, -34.93119)
H (-5.01437, -6.94839, -35.89686)
H (-5.31531, -6.51850, -32.59295)
H (-4.12834, -7.43641, -33.67757)
H (-5.34229, -8.30891, -32.70245)

## Properties
- HOMO level (eV) = -8.08
- SMILES = COCCNCCOC.COCCNCCOC.COCCNCCOC.COCCNCCOC.COCCNCCOC.COCCNCCOC.COCCNCCOC

Atomic partial charges in e from the Mulliken method, atoms 1 to 5: number 1, C, carries -0.687; number 2, O, carries -0.374; number 3, C, carries -0.385; number 4, C, carries -0.681; number 5, N, carries -0.222

---

What DFT total energy values result from the calculations? In sequence: -3739.67464 -359.24036 -3099.27136 hartree.
What ΔE to the lowest compared entry with this formula, charge and spin values result from the calculations? In sequence: 48.1 603.8 627.5 kJ/mol.